# C43H56BBrN7O3P2Sc

A molecular structure, C43H56BBrN7O3P2Sc (ωB97M-V/def2-TZVPD, the Open Molecules 2025 dataset).

CARTESIAN COORDINATES (ANGSTROEM)
Sc1 -0.54240 -0.60205 -0.29193
C1 2.90589 2.29377 -1.21304
C2 2.75313 1.37593 -2.43008
C3 4.09546 1.27854 -3.15310
P1 1.88898 -0.21565 -1.88969
C4 2.26111 -1.27472 -3.35806
C5 2.09604 -2.77424 -3.13918
C6 1.36676 -0.79782 -4.50679
C7 3.03846 -0.65718 -0.56567
C8 4.33419 -1.08127 -0.84894
C9 5.36135 -1.04989 0.08024
C10 6.73928 -1.56155 -0.23713
C11 5.05446 -0.47596 1.31129
C12 3.76473 -0.10179 1.63106
C13 2.67366 -0.29409 0.75292
N1 1.35192 -0.03224 1.11918
C14 1.04741 -0.15538 2.47877
C15 1.72787 -0.99242 3.38608
C16 1.31773 -1.14667 4.69451
C17 0.19947 -0.48912 5.19301
C18 -0.27805 -0.68417 6.60598
C19 -0.49349 0.31925 4.30542
C20 -0.09970 0.49390 2.98256
P2 -1.01539 1.46772 1.74999
C21 0.03067 3.00794 1.75778
C22 0.22402 3.65059 3.12749
C23 -0.40493 4.05575 0.72976
C24 -2.55387 1.90980 2.68826
C25 -3.43199 0.66389 2.86776
C26 -3.37410 3.04298 2.07201
H1 3.02294 3.33907 -1.51966
H2 2.06515 2.21546 -0.51920
H3 3.79414 2.01216 -0.64506
H4 2.05764 1.83348 -3.14043
H5 4.82676 0.72126 -2.56874
H6 4.00746 0.81555 -4.13628
H7 4.49784 2.28565 -3.30233
H8 3.30362 -1.08395 -3.62803
H9 1.04299 -3.04812 -3.10362
H10 2.55263 -3.30806 -3.97800
H11 2.55461 -3.12082 -2.21378
H12 0.31436 -0.91184 -4.23634
H13 1.54330 0.24895 -4.76748
H14 1.54945 -1.39800 -5.40194
H15 4.55416 -1.43460 -1.85104
H16 6.82409 -1.82044 -1.29335
H17 7.50657 -0.81683 -0.01156
H18 6.97687 -2.45858 0.33965
H19 5.83990 -0.32465 2.04568
H20 3.58696 0.34641 2.59814
H21 2.55696 -1.59019 3.03790
H22 1.86754 -1.82803 5.33558
H23 0.45153 -1.24731 7.18915
H24 -0.44296 0.27000 7.11171
H25 -1.22060 -1.23640 6.63437
H26 -1.38530 0.81284 4.66997
H27 0.98869 2.58553 1.43663
H28 -0.70168 4.11558 3.47710
H29 0.54793 2.92610 3.87427
H30 0.98060 4.43802 3.06835
H31 -1.10267 4.77068 1.16629
H32 0.45534 4.62865 0.37263
H33 -0.89701 3.60470 -0.12965
H34 -2.22196 2.26489 3.66905
H35 -2.85627 -0.25360 2.99350
H36 -4.07459 0.78242 3.74447
H37 -4.07408 0.52665 1.99765
H38 -3.75673 2.76913 1.08908
H39 -4.23853 3.24759 2.71016
H40 -2.80933 3.96816 1.98149
Br1 -2.86015 -0.60101 -3.86815
C27 -2.35778 -2.24463 -2.98621
C28 -2.97236 -3.35404 -3.48258
C29 -2.56611 -4.62349 -2.96234
C30 -1.52661 -4.62032 -2.07591
C31 -0.94304 -3.42524 -1.64837
N2 -1.40939 -2.14960 -2.05383
C32 0.22779 -3.42320 -0.79557
O1 0.79795 -4.42566 -0.37415
O2 0.65227 -2.19843 -0.51690
H41 -3.71840 -3.26135 -4.25640
H42 -3.03931 -5.53708 -3.29450
H43 -1.11106 -5.53290 -1.66951
B1 -3.77579 -2.65151 0.53619
N3 -2.59979 -2.67117 1.54224
C33 -2.55018 -3.46509 2.61844
C34 -1.23661 -3.58159 3.03245
C35 -0.52795 -2.81394 2.11068
N4 -1.35377 -2.24829 1.23416
N5 -3.94852 -1.19949 -0.00758
C36 -5.12542 -0.63648 -0.28711
C37 -4.91308 0.68148 -0.65549
C38 -3.53242 0.82309 -0.56586
N6 -2.95118 -0.32140 -0.19430
H44 -4.78507 -2.91853 1.15579
H45 -3.57824 -3.41559 -0.37446
H46 -3.45286 -3.92455 2.98357
H47 -0.84634 -4.15530 3.85380
H48 0.53118 -2.68243 1.99761
H49 -6.03066 -1.20766 -0.17771
H50 -5.64563 1.42013 -0.92906
H51 -2.92470 1.69500 -0.70637
O3 -0.86530 1.37012 -1.50933
N7 -0.94931 2.32036 -2.38620
C39 0.06051 3.21094 -2.50796
C40 0.00204 4.23072 -3.43100
C41 -1.11561 4.37096 -4.23790
C42 -2.16018 3.47714 -4.06997
C43 -2.06672 2.46594 -3.13796
H52 0.87068 3.05495 -1.82139
H53 0.84196 4.90756 -3.49759
H54 -1.17427 5.16224 -4.97165
H55 -3.06472 3.54391 -4.65708
H56 -2.83284 1.73406 -2.95136

Calculated values
E_HOMO (spin up / spin down), eV: -1.81 / -4.03
<S²>: 0.77
Spin multiplicity: 2
Total charge: -1